23
Properties=species:S:1:pos:R:3:forces:R:3:lowdin_charge:R:1 method="wB97M-V/def2-TZVPD" e_tot_ev=-11013.0580 gap_ev=10.58 smiles=CCN[C@H](C)CO.O relative_energy_kcal_mol=20.5
C 2.717410 -0.372884 -0.881340 -0.721 0.528 -0.967 -0.08
C 1.222538 -0.284154 -1.211234 -0.283 -0.677 1.265 -0.26
N 0.497352 -0.024216 0.064257 0.096 1.142 -0.330 -0.07
C -0.928859 0.265061 -0.151509 -0.548 -1.278 -1.346 -0.40
C -1.285936 1.534218 -0.926829 0.589 0.383 0.620 -0.04
C -1.765088 0.072509 1.097266 -0.414 0.107 0.450 -0.22
O -3.166626 0.189920 0.819443 0.227 0.053 -0.089 -0.07
H 2.894394 -1.175939 -0.174228 0.162 -0.078 -0.024 0.07
H 3.248321 -0.511111 -1.825418 0.251 -0.268 0.232 0.07
H 3.057067 0.580688 -0.474727 0.073 -0.041 0.168 0.07
H 0.965397 0.464458 -1.961345 0.305 0.055 -0.117 0.10
H 0.846410 -1.254869 -1.544836 0.154 0.051 -0.266 0.12
H 0.919011 0.835051 0.395263 0.100 0.232 0.441 0.11
H -1.218266 -0.607292 -0.765489 -0.268 0.277 -0.091 0.14
H -0.939150 1.554353 -1.958560 0.046 -0.170 0.017 0.07
H -2.356732 1.713606 -0.920479 -0.082 -0.159 0.022 0.07
H -0.815580 2.375573 -0.402585 -0.068 0.129 -0.123 0.09
H -1.618069 0.825394 1.874335 0.507 0.000 -0.043 0.13
H -1.516411 -0.914876 1.486547 -0.054 0.104 0.301 0.11
H -3.518229 -0.673650 0.609168 -0.057 -0.240 -0.100 0.08
O 0.678711 -1.836055 2.272148 0.390 0.330 0.134 -0.10
H 0.802119 -1.140965 1.580753 -0.145 -0.398 0.195 -0.01
H 1.280212 -1.614828 2.999399 -0.260 -0.081 -0.348 0.03